Entry 1:
Entry from the Open Molecules 2025 dataset: the ion C5H11NO2 with charge +1 at a distorted geometry (ωB97M-V with the def2-TZVPD basis set).

Output
highest occupied orbital energy (alpha / beta): -0.5079 / -0.5077 Eh
DFT total energy: -10939.548 eV
2S+1: 2
energy above the lowest of the compared OMol25 structures with the same formula, charge and spin: 21.4 kcal/mol
orbital gap (alpha / beta): 9.877 / 5.023 eV
net charge: +1

Atoms and positions in Å:
O 1.97169 0.27938 -0.86229
O -1.42855 0.89362 -1.61041
N -1.27500 2.35113 0.04352
C -1.46128 1.10569 -0.37928
C -0.15163 -0.53071 0.93261
C 1.88344 -1.09696 -0.43546
C -1.56819 -0.01921 0.60256
C 0.43821 -1.36908 -0.18870
H 2.36862 -1.76267 -1.14610
H 0.51293 0.33160 1.08785
H 2.68073 0.44538 -1.47953
H -1.05785 3.07508 -0.62748
H -2.14235 -0.84295 0.19863
H 2.45487 -1.14870 0.50039
H -0.09040 -1.20388 -1.13656
H -2.01082 0.35769 1.52626
H -1.32851 2.53742 1.02988
H 0.31889 -2.44031 0.01182
H -0.11480 -0.96254 1.93229

Löwdin atomic charge list, values in e, 4 entries: atom 1 (O): -0.08, atom 2 (O): 0.36, atom 3 (N): 0.28, atom 4 (C): -0.37

=====

Entry 2:
Entry from the Open Molecules 2025 dataset: a structure of composition C5H11NO2P2 at a distorted geometry (ωB97M-V with the def2-TZVPD basis set).

Output
highest occupied orbital energy: -0.3082 Eh
DFT total energy: -29523.655 eV
2S+1: 1
energy above the lowest of the compared OMol25 structures with the same formula, charge and spin: 0.0 kcal/mol
orbital gap: 9.190 eV

Atoms and positions in Å:
P 2.90482 -0.92194 -0.01473
P 2.67168 1.11125 0.82385
O 1.08585 0.78632 -1.78715
O 1.37842 -1.46211 0.34105
N -0.82166 0.53222 -0.49884
C 0.26130 0.16240 -1.20106
C -1.50286 1.81615 -0.22293
C -0.82282 -0.73699 0.25025
C 0.29824 -1.24519 -0.62081
C -2.23985 -1.29636 0.41986
H -2.15993 2.03488 -1.13319
H -0.48084 -0.47307 1.33479
H 3.40822 -1.52576 1.24648
H -2.09117 1.75210 0.64941
H 2.77440 1.82793 -0.39922
H 0.07774 -2.06142 -1.20177
H -2.50339 -2.02105 1.19714
H -2.63546 -1.74007 -0.54988
H -2.95086 -0.50349 0.46736
H -0.61923 2.41166 -0.02624
H 3.96741 1.55255 0.92561

Löwdin atomic charge list, values in e, 4 entries: atom 1 (P): 0.61, atom 2 (P): 0.53, atom 3 (O): 0.03, atom 4 (O): -0.52

=====

Entry 3:
Entry from the Open Molecules 2025 dataset: the molecule C5H11NO2Si at a distorted geometry (ωB97M-V with the def2-TZVPD basis set).

Output
highest occupied orbital energy: -0.3526 Eh
DFT total energy: -18824.257 eV
2S+1: 1
SMILES: O=C(O)[C@@]1([SiH3])CCCN1
energy above the lowest of the compared OMol25 structures with the same formula, charge and spin: 103.8 kcal/mol
orbital gap: 10.236 eV

Atoms and positions in Å:
Si 1.80703 -1.82892 -0.43870
O 2.52480 1.69102 -0.53699
O 2.20417 0.91657 1.52639
N 0.02720 0.47556 -1.26511
C -0.99177 1.39906 -0.69088
C -1.19512 1.10131 0.81003
C -0.35166 -0.11847 1.05121
C 0.71122 -0.02508 -0.01084
C 1.84822 0.90927 0.37918
H 1.38353 -2.83022 0.70205
H -2.21542 1.17723 1.27908
H -1.90460 1.38093 -1.30363
H -0.45880 -0.25070 -1.79612
H -0.05933 -0.36303 2.12886
H 2.06951 1.80178 -1.32755
H 3.15127 -1.38238 -0.86944
H -0.77872 -1.01311 0.80043
H -0.61683 2.41514 -0.77165
H 0.98669 -2.21746 -1.68150
H -0.87607 2.09629 1.20954

Löwdin atomic charge list, values in e, 4 entries: atom 1 (Si): 0.79, atom 2 (O): 0.11, atom 3 (O): 0.09, atom 4 (N): -0.03

=====

Entry 4:
Entry from the Open Molecules 2025 dataset: a structure of composition C5H11NO3 at a distorted geometry (ωB97M-V with the def2-TZVPD basis set).

Output
highest occupied orbital energy: -0.2710 Eh
DFT total energy: -12991.494 eV
2S+1: 1
energy above the lowest of the compared OMol25 structures with the same formula, charge and spin: 123.5 kcal/mol
orbital gap: 7.951 eV

Atoms and positions in Å:
O 2.44612 -0.81571 2.11983
O -0.19394 0.03795 1.68449
O -0.59094 -1.63923 0.25578
N 1.13193 -0.10798 -0.18912
C -1.00239 0.99885 -0.75635
C -1.84194 0.43546 -1.85853
C 2.24805 -1.33565 0.86076
C -0.00430 -0.42564 0.41904
C -0.94322 2.29894 -0.48111
H 1.70945 -1.10447 2.67889
H -1.22926 0.00514 -2.65641
H -2.50127 1.19153 -2.31315
H -1.44654 -1.60236 0.71037
H -0.21453 2.70990 0.21502
H 1.83620 -2.34520 0.84425
H 1.14332 -0.51339 -1.12022
H -1.61138 3.02766 -0.94956
H -2.50090 -0.35543 -1.48438
H 3.15581 -1.25962 0.27217
H 0.40972 0.79925 1.74822

Löwdin atomic charge list, values in e, 4 entries: atom 1 (O): -0.04, atom 2 (O): 0.05, atom 3 (O): 0.07, atom 4 (N): 0.13

=====

Entry 5:
Entry from the Open Molecules 2025 dataset: the molecule C5H11NO4 at a distorted geometry (ωB97M-V with the def2-TZVPD basis set).

Output
highest occupied orbital energy: -0.3369 Eh
DFT total energy: -15041.808 eV
2S+1: 1
SMILES: [H]/N=C(/C)C(O)(O)C(C)(O)O
energy above the lowest of the compared OMol25 structures with the same formula, charge and spin: 64.4 kcal/mol
orbital gap: 9.763 eV

Atoms and positions in Å:
O -0.95949 -1.20985 0.97232
O 0.09257 -0.53321 -1.63642
O 0.20428 1.65676 -0.88529
O -1.20146 1.01240 1.29053
N 1.84786 0.77143 1.28119
C 1.53997 0.00233 0.34957
C -1.03436 0.02004 0.37072
C 2.56375 -1.04911 -0.06113
C 0.27441 0.26503 -0.55918
C -2.33939 -0.04059 -0.49673
H -3.16972 0.20859 0.16210
H 2.27867 -1.70076 -0.91184
H -0.62707 0.76930 2.05148
H -1.97407 -1.37172 1.00611
H -0.54557 2.04568 -0.42065
H 0.36937 0.14291 -2.38280
H 2.89952 -1.76917 0.75471
H -2.43890 0.73007 -1.32320
H -2.40877 -1.12288 -0.91458
H 1.17824 1.56896 1.51724
H 3.45015 -0.39620 -0.16415

Löwdin atomic charge list, values in e, 4 entries: atom 1 (O): 0.03, atom 2 (O): 0.03, atom 3 (O): 0.03, atom 4 (O): 0.03

=====

Entry 6:
Entry from the Open Molecules 2025 dataset: a structure of composition C5H11NO4 at a distorted geometry (ωB97M-V with the def2-TZVPD basis set).

Output
highest occupied orbital energy (alpha / beta): -0.2751 / -0.2752 Eh
DFT total energy: -15039.676 eV
2S+1: 1
energy above the lowest of the compared OMol25 structures with the same formula, charge and spin: 113.6 kcal/mol
orbital gap (alpha / beta): 6.216 / 6.217 eV

Atoms and positions in Å:
O -1.97179 2.32439 0.74396
O -1.49896 2.05016 -1.49701
O 2.26484 0.45096 -0.21571
O -1.20931 -0.70528 0.24724
N 0.18887 1.77952 0.11806
C -1.27020 1.78046 -0.32311
C 0.74196 -1.35613 1.43845
C 0.06437 -1.07891 0.11622
C 0.32795 -2.07929 -0.99297
C 1.10019 0.46820 -0.55804
H 0.36557 -2.29284 1.85356
H -0.16390 -1.76829 -1.91597
H 0.33704 1.75442 1.12469
H 0.75410 0.46245 -1.60084
H -0.07042 -3.05884 -0.70882
H 0.62631 2.60626 -0.27563
H 1.39887 -2.18421 -1.17292
H 0.51584 -0.56653 2.15469
H -1.48764 0.24994 -0.24468
H -2.83846 2.58242 0.40026
H 1.82479 -1.41886 1.30859

Löwdin atomic charge list, values in e, 4 entries: atom 1 (O): 0.09, atom 2 (O): 0.11, atom 3 (O): -0.04, atom 4 (O): -0.01

=====

Entry 7:
Entry from the Open Molecules 2025 dataset: the molecule C5H11NO4S at a distorted geometry (ωB97M-V with the def2-TZVPD basis set).

Output
highest occupied orbital energy: -0.4010 Eh
DFT total energy: -25876.552 eV
2S+1: 1
SMILES: [H]/N=C/[C@](C)(CC)OS(=O)(=O)O
energy above the lowest of the compared OMol25 structures with the same formula, charge and spin: 72.7 kcal/mol
orbital gap: 11.271 eV

Atoms and positions in Å:
S 0.64138 -1.78762 1.06222
O 0.02823 -0.34848 1.05386
O 1.65639 -1.81045 2.06289
O -0.65438 -2.61220 1.43877
O 0.98534 -2.13951 -0.28547
N -1.98769 -1.47486 -0.60937
C -1.39879 1.40386 0.26749
C 0.94520 0.91981 -0.81248
C 1.80978 1.78720 0.10528
C -0.35102 0.30052 -0.19545
C -0.96647 -0.86226 -1.05768
H -0.70483 2.19083 0.36243
H 1.57133 0.08192 -1.08336
H -0.34014 -0.97938 -1.88704
H -1.41624 -2.04238 0.86969
H -2.32513 -2.24381 -1.15040
H -2.10996 1.53732 -0.57729
H -1.77790 0.97641 1.22056
H 1.24593 2.60593 0.29274
H 2.01558 1.14750 0.96086
H 2.67527 1.90798 -0.47598
H 0.45812 1.44166 -1.56226

Löwdin atomic charge list, values in e, 4 entries: atom 1 (S): 0.54, atom 2 (O): -0.23, atom 3 (O): -0.22, atom 4 (O): -0.19

=====

Entry 8:
Entry from the Open Molecules 2025 dataset: the ion C5H11NOS with charge -1 at a distorted geometry (ωB97M-V with the def2-TZVPD basis set).

Output
highest occupied orbital energy (alpha / beta): 0.0305 / -0.1832 Eh
DFT total energy: -19734.247 eV
2S+1: 2
energy above the lowest of the compared OMol25 structures with the same formula, charge and spin: 25.0 kcal/mol
orbital gap (alpha / beta): 2.550 / 8.277 eV
net charge: -1

Atoms and positions in Å:
S 1.46046 -2.95884 0.42574
O -0.15129 -0.10344 1.45929
N -0.06986 0.81255 -0.60667
C 0.44555 2.09733 -0.07315
C -0.23003 -0.26138 0.23267
C -0.30020 2.64436 1.15451
C 0.39048 -2.23338 -0.95668
C -0.85567 -1.46839 -0.42745
H 0.05302 -3.16100 -1.49284
H -0.13528 1.95545 1.97262
H 1.08047 -4.31476 0.30200
H 0.95603 -1.56303 -1.54343
H -1.67140 -1.32556 -1.12822
H -1.44884 2.74432 1.13844
H 0.10769 0.84097 -1.61511
H -1.49454 -2.13706 0.26149
H -0.00131 3.66741 1.30907
H 0.35543 2.84905 -0.76304
H 1.50928 1.91540 0.35075

Löwdin atomic charge list, values in e, 4 entries: atom 1 (S): 0.36, atom 2 (O): -0.01, atom 3 (N): 0.04, atom 4 (C): -0.26

=====

Entry 9:
Entry from the Open Molecules 2025 dataset: a cluster of 2 separate species, C5H11NS in total at a distorted geometry (ωB97M-V with the def2-TZVPD basis set).

Output
highest occupied orbital energy: -0.2714 Eh
DFT total energy: -17682.659 eV
2S+1: 1
energy above the lowest of the compared OMol25 structures with the same formula, charge and spin: 133.8 kcal/mol
orbital gap: 4.753 eV

Atoms and positions in Å:
S 0.30086 1.13645 1.69109
N -0.30824 1.84172 -1.07783
C -0.34013 -0.44523 -2.04878
C -0.77590 -1.44050 1.64372
C 0.25967 -0.56466 2.30784
C 1.10315 1.39151 -1.02582
C 0.08681 0.89855 -2.09288
H 0.28114 -1.22799 -2.46550
H 1.43645 0.54591 -0.45159
H 0.07246 -0.46620 3.37628
H -1.76877 -1.00360 1.75931
H -1.36713 -0.71818 -1.85754
H 1.24444 -1.01229 2.20022
H 0.17978 1.48150 -3.00349
H -0.81805 1.32715 -0.34837
H -0.80058 -2.44274 2.07479
H -0.56631 -1.50058 0.57113
H 1.78035 2.19917 -1.25259

Löwdin atomic charge list, values in e, 4 entries: atom 1 (S): 0.62, atom 2 (N): -0.02, atom 3 (C): 0.14, atom 4 (C): -0.20

=====

Entry 10:
Entry from the Open Molecules 2025 dataset: the molecule C5H11NS at a distorted geometry (ωB97M-V with the def2-TZVPD basis set).

Output
highest occupied orbital energy: -0.3118 Eh
DFT total energy: -17686.617 eV
2S+1: 1
SMILES: C=CNCSCC
energy above the lowest of the compared OMol25 structures with the same formula, charge and spin: 42.6 kcal/mol
orbital gap: 9.403 eV

Atoms and positions in Å:
S -0.08681 -0.97622 0.70152
N 0.39400 2.13371 0.07763
C -2.01346 2.16042 -0.31995
C 0.99844 0.88877 0.55433
C 0.58548 -2.48216 -1.59967
C 1.06547 -1.99696 -0.23573
C -0.97276 1.91539 0.46197
H -1.92624 2.49813 -1.34322
H 1.30196 -2.80435 0.45914
H 2.02882 -1.50296 -0.40140
H -0.36689 -3.02029 -1.49983
H 1.20081 -3.20720 -2.12568
H -1.14530 1.68846 1.50688
H 1.89135 0.50748 0.06597
H -3.01570 1.96222 0.04503
H 1.18282 0.99043 1.61955
H 0.38749 2.11851 -0.94084
H 0.28991 -1.63642 -2.22621

Löwdin atomic charge list, values in e, 4 entries: atom 1 (S): 0.75, atom 2 (N): -0.05, atom 3 (C): 0.00, atom 4 (C): -0.29

=====

Entry 11:
Entry from the Open Molecules 2025 dataset: a cluster of 2 separate species, C5H11NS in total at a distorted geometry (ωB97M-V with the def2-TZVPD basis set).

Output
highest occupied orbital energy (alpha / beta): -0.4651 / -0.4459 Eh
DFT total energy: -17677.614 eV
2S+1: 2
energy above the lowest of the compared OMol25 structures with the same formula, charge and spin: 32.2 kcal/mol
orbital gap (alpha / beta): 7.331 / 3.267 eV
net charge: +1

Atoms and positions in Å:
S -1.71429 0.05363 -2.32658
N 1.63421 -0.63638 1.15834
C 0.90334 -1.69739 0.58810
C 1.15137 -0.01881 2.20228
C 0.29316 -2.72761 1.25632
C -0.98160 1.19629 -1.01925
C 0.10137 2.06156 -1.64822
H -0.67655 0.57112 -0.17694
H 1.76877 0.75966 2.68911
H 0.80799 -1.69135 -0.53068
H 0.44554 2.84273 -0.90743
H 1.00600 1.45889 -1.92716
H -1.81047 1.83738 -0.73510
H -0.32186 -3.44213 0.77757
H 0.60444 -3.03822 2.27225
H -0.33369 2.53860 -2.52438
H 0.10990 -0.09515 2.64631
H -2.98763 0.02721 -1.79454

Löwdin atomic charge list, values in e, 4 entries: atom 1 (S): 0.69, atom 2 (N): 0.10, atom 3 (C): -0.10, atom 4 (C): 0.09

=====

Entry 12:
Entry from the Open Molecules 2025 dataset: the ion C5H11NS2 with charge -2 at a distorted geometry (ωB97M-V with the def2-TZVPD basis set).

Output
highest occupied orbital energy: -0.0159 Eh
DFT total energy: -28523.092 eV
2S+1: 1
SMILES: [S-]CCCNCC[S-]
energy above the lowest of the compared OMol25 structures with the same formula, charge and spin: 9.7 kcal/mol
orbital gap: 6.113 eV
net charge: -2

Atoms and positions in Å:
S 4.18257 1.17507 -1.45846
S -4.27986 -0.53127 1.73100
N 0.26297 -0.34575 -0.93989
C 1.75853 -0.17858 -0.99565
C 2.31171 1.17352 -1.33945
C -2.44816 -0.81234 1.61493
C -0.23470 -0.36440 0.44566
C -1.69056 0.06158 0.62431
H -2.20769 0.20054 -0.32953
H 0.42816 0.25848 1.06737
H -2.00594 -0.59077 2.59050
H 2.06268 -0.93321 -1.73790
H 1.95585 1.44814 -2.32943
H -1.64983 1.09611 0.98636
H -0.03884 -1.35036 0.89748
H 2.12433 -0.67000 -0.09505
H 2.07354 1.91127 -0.57846
H -2.33476 -1.86225 1.34890
H -0.26999 0.31423 -1.50268

Löwdin atomic charge list, values in e, 4 entries: atom 1 (S): -0.04, atom 2 (S): -0.05, atom 3 (N): -0.09, atom 4 (C): -0.37

=====

Entry 13:
Entry from the Open Molecules 2025 dataset: a cluster of 2 separate species, C5H11O in total (ωB97M-V with the def2-TZVPD basis set).

Output
highest occupied orbital energy: -0.0911 Eh
DFT total energy: -7409.472 eV
2S+1: 1
energy above the lowest of the compared OMol25 structures with the same formula, charge and spin: 21.4 kcal/mol
orbital gap: 6.754 eV
net charge: -1

Atoms and positions in Å:
O -0.86344 -1.00361 -0.50577
C 1.28425 0.50487 -2.00917
C 0.73007 1.11031 -3.05367
C -0.53215 -1.54712 0.66755
C -0.28297 0.78468 1.71048
C -0.84039 -0.62509 1.89213
H -0.50533 -1.08639 2.83855
H -0.87765 1.51473 2.27008
H -0.44968 1.01753 0.65439
H 0.69538 0.16452 -1.15140
H 2.37198 0.48657 -1.97324
H -0.34346 1.24051 -3.13054
H -1.07887 -2.49718 0.92992
H 1.29449 1.50607 -3.89288
H 0.55399 -1.83382 0.76133
H -1.92891 -0.61465 2.03113
H 0.77268 0.87808 1.96110

Löwdin atomic charge list, values in e, 4 entries: atom 1 (O): -0.35, atom 2 (C): -0.08, atom 3 (C): -0.11, atom 4 (C): -0.57